80
Properties=species:S:1:pos:R:3:forces:R:3 method="wB97M-V/def2-TZVPD" relative_energy_ev=1.3854 homo_lumo_gap_ev=6.04 total_charge=-1 spin_multiplicity=1 homo_ev=-3.7
Ba -1.3702 -0.4296 0.7785 1.333 -2.799 -1.557
N -3.9818 7.2547 0.1846 -0.003 -0.061 0.063
C -3.5310 6.0433 0.7220 -0.023 0.119 0.039
C -3.3676 4.9300 -0.1001 0.021 -0.064 -0.051
C -2.9705 3.7187 0.4340 0.000 0.068 0.094
C -2.7315 3.6147 1.7993 -0.088 0.173 -0.093
C -2.8900 4.7142 2.6316 -0.002 -0.046 -0.161
C -3.2944 5.9234 2.0930 0.009 -0.014 -0.014
S -2.2385 2.0636 2.4555 0.031 0.264 0.011
O -2.4181 2.0970 3.8775 -0.114 0.071 0.219
O -3.0247 1.0726 1.7055 -0.623 0.992 0.846
N -0.7429 1.7478 1.9953 0.491 1.171 0.899
C 0.3102 2.5105 2.4459 -0.830 -0.442 -0.406
N 1.5221 2.0013 2.1778 0.395 -0.193 -0.061
C 2.5757 2.7242 2.5267 0.031 -0.159 -0.067
C 2.4743 3.9562 3.1459 -0.041 0.032 0.021
C 1.1798 4.3747 3.4051 -0.058 0.061 0.032
N 0.1071 3.6774 3.0709 -0.073 0.266 0.139
H -3.7892 7.3756 -0.7962 0.012 -0.006 -0.019
H -3.7303 8.0697 0.7199 0.010 0.010 0.004
H -3.5634 5.0147 -1.1632 0.003 -0.004 0.004
H -2.8574 2.8509 -0.2043 -0.006 -0.008 0.018
H -2.6903 4.6072 3.6889 -0.009 -0.007 -0.022
H -3.4322 6.7854 2.7363 0.003 0.000 -0.006
H 3.5451 2.2845 2.3087 -0.007 -0.004 -0.008
H 3.3405 4.5374 3.4242 -0.006 0.006 0.002
H 0.9925 5.3181 3.9092 -0.007 0.028 0.012
C 2.8477 0.1924 -1.1805 -0.017 -0.047 0.039
O 1.9673 0.2889 -2.2769 -0.050 0.091 -0.200
C 1.9127 1.5675 -2.8625 0.151 -0.139 0.147
C 1.2778 2.6405 -1.9987 -0.179 0.043 0.003
O -0.0496 2.3714 -1.6088 -0.107 -0.070 0.052
C -0.9490 2.2265 -2.6962 0.170 0.079 0.037
H 3.8354 0.5983 -1.4412 0.019 -0.022 0.022
H 2.9367 -0.8646 -0.9348 -0.004 0.038 -0.003
H 2.4660 0.7112 -0.2985 -0.014 0.044 0.090
H 1.3540 1.4459 -3.7875 -0.041 -0.007 -0.086
H 2.9197 1.9278 -3.1278 0.061 -0.077 0.001
H 1.3271 3.5817 -2.5707 -0.038 0.030 0.020
H 1.8407 2.7838 -1.0744 -0.030 -0.029 0.001
H -0.8582 3.0804 -3.3825 -0.015 0.005 -0.015
H -1.9549 2.1793 -2.2903 -0.026 0.000 0.053
H -0.7860 1.2959 -3.2418 0.011 -0.041 -0.015
N 1.9919 -0.8197 3.5093 0.062 -0.060 -0.082
C 1.9310 -1.9530 2.7304 0.077 0.069 0.215
N 1.5800 -1.9579 1.4883 -0.128 0.119 -0.221
C 1.7105 -3.2234 0.9476 -0.189 0.266 -0.431
C 2.1677 -4.1730 1.7863 0.082 -0.252 0.109
S 2.4666 -3.4886 3.3346 0.033 -0.006 0.123
C 1.2997 -3.4322 -0.4532 -0.034 0.277 0.350
C 1.6818 -4.4592 -1.2399 0.132 -0.221 -0.096
S 0.9317 -4.3191 -2.7870 0.000 -0.022 -0.088
C 0.1556 -2.8496 -2.2497 -0.157 0.144 -0.409
N 0.4436 -2.5171 -1.0315 -0.123 0.201 0.291
N -0.6296 -2.1133 -3.0923 0.239 -0.239 0.169
H 1.6499 0.0160 3.0455 -0.023 -0.004 -0.050
H 1.6933 -0.9221 4.4641 -0.055 -0.004 0.031
H 2.2359 -5.2345 1.6178 -0.001 0.030 -0.004
H 2.3569 -5.2658 -1.0080 -0.019 0.015 0.000
H -1.0591 -2.6282 -3.8432 0.005 -0.030 -0.013
H -1.2937 -1.4900 -2.6087 -0.050 0.024 0.076
F -0.7849 -3.8154 2.3650 -0.014 0.021 0.002
C -1.8118 -2.8100 2.3926 -0.008 0.100 0.118
F -2.9327 -3.5072 1.8318 0.012 0.064 -0.032
H -2.0730 -2.7980 3.4668 -0.027 -0.056 0.042
C -4.4472 0.7301 -4.4839 -0.011 0.014 -0.014
C -4.8938 0.2508 -3.0961 -0.019 -0.022 0.054
C -5.5807 1.4085 -2.3574 0.010 0.023 0.000
C -5.8899 -0.9063 -3.2549 -0.002 -0.007 -0.005
C -3.7207 -0.1961 -2.3210 0.549 -0.161 0.331
C -2.7355 -0.5547 -1.6698 -0.704 0.373 -0.568
H -5.3071 1.0818 -5.0642 0.024 -0.009 0.012
H -3.9649 -0.0815 -5.0318 -0.005 0.012 0.009
H -3.7297 1.5485 -4.3924 -0.014 -0.009 -0.004
H -6.4691 1.7408 -2.9045 0.016 0.000 0.006
H -4.8972 2.2552 -2.2559 -0.019 -0.017 0.002
H -5.8792 1.0979 -1.3554 0.006 0.006 -0.014
H -6.7745 -0.5802 -3.8122 0.022 -0.003 0.008
H -6.2045 -1.2719 -2.2769 -0.001 0.008 -0.011
H -5.4257 -1.7369 -3.7895 -0.006 0.009 0.011

82
Properties=species:S:1:pos:R:3:forces:R:3 method="wB97M-V/def2-TZVPD" relative_energy_ev=0.2690 s2=3.7819 homo_lumo_gap_ev="6.35 / 5.09" total_charge=-2 spin_multiplicity=4 homo_ev="-2.4 / -2.5"
Mo -0.4205 0.0308 -0.1862 -0.573 0.176 0.529
S -1.9861 -4.7167 -1.0349 -0.053 -0.139 -0.301
Sb -1.4725 -2.7070 -2.0293 0.330 0.589 1.314
S -2.6138 -1.0174 -0.7463 -0.018 -0.359 -0.628
S 0.6700 -1.9754 -1.1385 -0.437 -0.076 -0.534
C 7.7750 0.2798 0.9288 -0.045 0.024 -0.061
C 7.1902 0.8965 -0.3429 0.019 0.009 -0.028
C 7.7706 0.1480 -1.5525 0.004 0.033 0.067
C 7.6229 2.3698 -0.4051 0.015 -0.072 0.006
C 5.6658 0.8164 -0.3666 0.032 -0.037 0.054
C 4.9147 0.2672 0.6541 0.026 0.013 -0.068
C 3.5317 0.2696 0.5857 -0.380 -0.141 -0.006
Br 2.6262 -0.5415 2.0507 -0.015 0.154 -0.189
C 2.7789 0.7939 -0.4936 0.221 -0.104 0.078
O 1.4711 0.8384 -0.5003 0.309 0.138 0.034
C 3.5784 1.3133 -1.5758 -0.230 0.014 0.140
C 4.9565 1.3171 -1.4571 0.153 0.026 -0.068
C 2.9475 1.8776 -2.8541 -0.048 0.120 -0.058
C 2.0308 3.0544 -2.4934 0.220 -0.332 0.077
C 3.9949 2.3955 -3.8445 -0.007 -0.008 -0.016
C 2.1420 0.7828 -3.5644 0.006 -0.009 0.069
H 8.8650 0.3613 0.9140 0.003 0.001 -0.011
H 7.5133 -0.7770 1.0068 0.006 0.001 0.042
H 7.4073 0.7954 1.8177 0.007 -0.032 0.025
H 8.8650 0.1797 -1.5375 -0.003 0.004 -0.004
H 7.4304 0.5922 -2.4884 -0.006 -0.019 -0.021
H 7.4505 -0.8952 -1.5386 0.013 -0.007 -0.016
H 8.7135 2.4567 -0.3572 -0.001 -0.006 -0.014
H 7.1926 2.9231 0.4315 0.006 0.021 -0.007
H 7.2831 2.8369 -1.3303 -0.010 0.030 0.011
H 5.3697 -0.1872 1.5228 0.019 0.061 0.012
H 5.5292 1.7338 -2.2762 -0.011 -0.042 0.093
H 2.6093 3.8682 -2.0465 0.010 0.027 -0.033
H 1.2924 2.7249 -1.7735 0.435 -0.021 -0.178
H 1.5141 3.4339 -3.3807 0.021 -0.004 -0.033
H 4.5867 3.2118 -3.4207 0.016 -0.018 -0.035
H 3.4759 2.7828 -4.7241 -0.020 0.004 -0.003
H 4.6692 1.6021 -4.1780 0.013 0.027 -0.027
H 1.2957 0.4772 -2.9621 -0.062 -0.111 0.060
H 2.7608 -0.0988 -3.7470 0.044 0.019 -0.051
H 1.7627 1.1535 -4.5226 0.019 0.020 -0.008
O -1.9328 1.6446 0.3804 0.231 -0.264 -0.395
C -1.2740 1.8654 1.4233 -0.171 0.258 0.345
O -0.2049 1.2432 1.6335 0.383 -0.184 -0.403
H -1.6294 2.5962 2.1602 0.067 -0.024 -0.048
F -3.5273 4.7093 -4.5246 -0.040 0.081 -0.048
C -2.8224 3.7387 -3.9137 0.088 -0.112 0.074
C -2.9514 2.4208 -4.3119 -0.029 0.149 -0.043
F -3.7935 2.1218 -5.3151 -0.049 -0.061 -0.076
C -2.2269 1.4291 -3.6900 0.284 -0.160 0.447
F -2.3629 0.1634 -4.1019 -0.098 -0.032 -0.193
C -1.3447 1.6825 -2.6176 -0.438 0.418 -0.107
O -0.6746 0.7170 -2.0718 0.379 0.443 -0.404
C -1.2354 3.0452 -2.2538 0.034 -0.501 -0.132
F -0.3783 3.4096 -1.2983 -0.678 0.224 0.543
C -1.9482 4.0403 -2.8859 -0.187 -0.024 -0.218
F -1.7900 5.3216 -2.5214 0.026 0.109 0.088
C -4.3606 -4.4792 2.2232 0.121 0.095 -0.043
C -3.8180 -3.0844 1.9677 -0.089 -0.078 -0.217
C -4.9197 -2.0506 1.8124 0.178 0.027 0.119
O -2.9670 -2.7849 3.0893 0.027 0.021 0.129
P -1.9395 -1.5470 3.2091 0.121 0.413 -0.013
S -2.7883 0.1495 3.6958 0.022 -0.248 -0.215
S -0.6207 -1.6733 1.6408 -0.161 -0.604 0.744
O -1.1474 -2.0391 4.5197 0.278 -0.333 0.004
C -0.6876 -3.3489 4.9261 -0.218 -0.019 0.075
C -0.1335 -4.2402 3.8250 -0.028 0.279 -0.068
C -1.7969 -4.0530 5.7008 0.056 0.174 -0.031
H -5.0347 -4.7574 1.4121 -0.005 -0.030 0.005
H -4.9014 -4.5121 3.1725 -0.012 -0.008 -0.003
H -3.5395 -5.1972 2.2444 -0.033 -0.032 0.051
H -3.2011 -3.1132 1.0666 0.044 0.106 -0.018
H -5.4829 -1.9549 2.7439 -0.039 -0.030 -0.004
H -5.5907 -2.3406 1.0018 0.026 -0.036 -0.012
H -4.4896 -1.0799 1.5752 -0.060 0.040 -0.017
H 0.1216 -3.1111 5.6229 0.002 0.004 -0.034
H -0.8917 -4.4481 3.0716 -0.012 -0.009 -0.051
H 0.1916 -5.1875 4.2631 -0.008 0.038 0.049
H 0.7141 -3.7689 3.3333 0.019 0.004 -0.090
H -2.5983 -4.3432 5.0240 -0.039 -0.016 -0.007
H -2.2044 -3.3826 6.4592 -0.009 -0.033 -0.005
H -1.3943 -4.9436 6.1888 -0.013 -0.017 0.010